DFT (ωB97M-V/def2-TZVPD) results for C3H7ClN2O in the gas phase.

Calculated values
Charge = 0
Spin multiplicity = 1
Orbital gap = 9.54 eV
SMILES = CO/C(CCl)=N\N
Energy relative to the best compared isomer or geometry (same formula, charge and spin) = 26.63 kcal/mol
M = 122.555 g mol⁻¹
HOMO level = -8.633 eV

Atoms and positions in Å:
Cl: 0.265 2.255 -0.080
O: -0.536 -0.559 0.920
N: 0.043 -1.378 -1.128
N: 0.204 -2.593 -0.562
C: -0.627 0.927 -0.944
C: 0.551 -0.585 1.856
C: -0.287 -0.376 -0.361
H: -1.727 1.069 -0.902
H: 0.141 -3.353 -1.191
H: -0.308 -2.733 0.288
H: 0.164 -0.885 2.808
H: -0.441 1.027 -2.021
H: 1.052 0.366 1.939
H: 1.352 -1.354 1.597

Cartesian forces, eV/Å:
Cl -0.4995 -0.2443 -0.3217
O -0.4725 -0.0477 2.4324
N -0.4296 2.0020 -0.0055
N 0.4013 0.4695 0.9866
C -0.7519 0.7836 -0.8518
C 1.4616 -1.2753 -0.6809
C 1.1832 -2.5162 -2.6107
H 0.6014 0.3464 0.6793
H -0.1054 -0.3643 -0.7921
H -0.2539 -0.0947 0.4461
H -0.4891 0.0136 0.4107
H 0.5426 -0.3548 0.4691
H -0.0981 0.4414 -0.0865
H -1.0900 0.8409 -0.0749

=====

DFT (ωB97M-V/def2-TZVPD) results for 2 unconnected molecules or ions with the total composition C3H7ClN2O.

Calculated values
Charge = 0
Spin multiplicity = 1
Orbital gap (spin up / spin down) = 8.83 / 8.83 eV
Energy relative to the best compared isomer or geometry (same formula, charge and spin) = 56.91 kcal/mol
M = 122.555 g mol⁻¹
HOMO level (spin up / spin down) = -9.314 / -9.314 eV

Atoms and positions in Å:
Cl: 2.740 2.466 -4.305
O: 0.904 0.724 -2.658
N: -0.249 0.349 -0.803
N: -0.443 0.060 0.466
C: 0.370 0.130 1.444
C: -1.791 -0.395 0.719
C: 0.661 1.042 -1.446
H: 0.165 -0.328 2.372
H: 1.188 1.916 -1.092
H: -1.982 -0.125 1.661
H: -2.474 0.043 0.043
H: 1.761 1.868 -3.650
H: -1.710 -1.471 0.564
H: 1.344 0.498 1.297

Cartesian forces, eV/Å:
Cl -0.1201 0.1333 0.0033
O -0.5183 1.0135 2.3917
N -1.6105 -1.3018 -0.0511
N 0.4761 1.9420 -1.0450
C 0.8884 -0.1047 0.1987
C 1.2378 -2.0975 -2.4746
C 1.3183 -0.9110 -3.4023
H -0.6762 -0.1916 0.8117
H 0.0888 0.4768 0.8741
H -1.1637 0.5952 3.6919
H -0.4464 0.4282 -0.8229
H 0.2192 -0.2655 0.0799
H -0.6794 -0.0474 0.1560
H 0.9860 0.3305 -0.4113

=====

DFT (ωB97M-V/def2-TZVPD) results for C3H7ClN2OSi in the gas phase.

Calculated values
Charge = 0
Spin multiplicity = 1
Orbital gap = 8.87 eV
SMILES = CN1CC=[N+]([O-])[Si@H]1Cl
Energy relative to the best compared isomer or geometry (same formula, charge and spin) = 18.56 kcal/mol
M = 150.641 g mol⁻¹
HOMO level = -8.330 eV

Atoms and positions in Å:
Cl: -3.347 1.586 0.225
Si: -2.140 0.188 -0.523
O: -2.925 -2.507 0.110
N: -0.550 0.288 0.252
N: -1.959 -1.736 0.019
C: 0.137 -0.928 0.606
C: 0.349 1.339 -0.081
C: -0.723 -2.090 0.163
H: 1.105 1.577 0.683
H: -0.077 2.227 -0.344
H: 0.455 -1.008 1.664
H: 1.061 -0.889 -0.007
H: -2.476 0.093 -2.001
H: -0.410 -3.086 0.319
H: 0.849 1.120 -1.016

Cartesian forces, eV/Å:
Cl -0.5197 0.2264 0.3260
Si 2.6153 -3.0352 0.8603
O -1.5266 -0.9083 -0.5571
N -1.9730 0.9122 -0.3335
N -0.4668 1.5273 -0.2276
C 0.7897 -0.5930 -1.8959
C 1.9597 -0.9158 0.0761
C 0.6297 2.2323 1.0137
H -0.2428 -0.3391 -0.0382
H -1.9181 2.5608 -0.1261
H -0.4240 0.1763 -0.2901
H -0.0072 -0.4299 0.4651
H 0.3912 0.1377 0.8319
H -0.1705 -1.0679 0.1612
H 0.8632 -0.4840 -0.2658

=====

DFT (ωB97M-V/def2-TZVPD) results for 2 unconnected molecules or ions with the total composition C3H7ClNO.

Calculated values
Charge = +1
Spin multiplicity = 1
Orbital gap (spin up / spin down) = 8.26 / 9.17 eV
Energy relative to the best compared isomer or geometry (same formula, charge and spin) = 87.93 kcal/mol
M = 108.548 g mol⁻¹
HOMO level (spin up / spin down) = -13.282 / -14.110 eV

Atoms and positions in Å:
Cl: -1.052 -4.686 -0.688
O: -1.382 -2.150 -1.378
N: 0.103 -0.123 -0.400
C: -0.811 -3.089 -0.921
C: 1.122 -0.971 0.132
C: -0.859 0.707 0.409
H: -0.165 1.231 0.976
H: -0.648 -0.845 -1.044
H: 1.090 -0.952 1.236
H: 2.015 -0.900 -0.384
H: 0.366 0.463 -1.144
H: -1.424 -0.072 1.076
H: -1.402 1.175 -0.320

Cartesian forces, eV/Å:
Cl -0.4839 -0.7085 -0.1768
O -0.4354 -0.8826 -0.0972
N -3.3773 -2.9124 -2.4586
C 1.0466 1.9158 0.3455
C -1.9508 1.0473 2.1935
C 1.0080 -4.9598 2.3291
H 0.2507 1.8845 1.3655
H 1.7860 1.0891 1.6304
H 0.2507 -0.5596 -0.7451
H 1.6669 -0.3481 -0.8790
H 1.3394 0.8989 -1.1613
H 0.6676 1.9034 -1.2493
H -1.7686 1.6319 -1.0968

=====

Results for E: -20773.032 -20771.720 -28651.061 -19272.913 (in eV, following the order of the records).
Results for max |F|: 0.0742 0.0762 0.0797 0.1083 (in Eh/bohr, following the order of the records).